Here is a structure of composition C32H39B2CrIN7O2P from the Open Molecules 2025 dataset. Energies are from ωB97M-V with the def2-TZVPD basis set.

Computed properties:
- HOMO (alpha / beta) (eV) = -6.2 / -7.2
- E_LUMO (alpha / beta) (Eh) = -0.0061 / -0.0061
- multiplicity = 5
- energy above the lowest of the compared OMol25 structures with the same formula, charge and spin (kJ/mol) = 116.6
- expectation value of S² = 6.04
- charge = 0
- frontier orbital gap (alpha / beta) (eV) = 6.02 / 7.01

Last column: Mulliken spin population.
CARTESIAN COORDINATES (ANGSTROEM)
Cr  1.2259  0.3170  -1.3409  4.029
I  3.7561  0.8658  0.1451  0.018
C  3.2162  0.2371  2.0903  -0.050
C  3.9953  0.7771  3.0740  0.000
C  3.6222  0.6652  4.4270  -0.004
C  2.4224  0.1017  4.7362  0.006
C  1.5906  -0.4463  3.7276  -0.001
C  0.2982  -0.9081  4.0709  0.020
C  -0.5357  -1.3729  3.1004  -0.016
C  -0.0477  -1.5331  1.7866  0.062
C  1.2277  -1.1971  1.3967  -0.029
C  2.0201  -0.4985  2.3695  -0.002
H  4.8823  1.3410  2.8168  0.002
H  4.2590  1.0872  5.1927  0.000
H  2.0675  0.0800  5.7596  0.000
H  -0.0188  -0.8430  5.1048  0.001
H  -1.5531  -1.6634  3.3308  -0.001
H  -0.7419  -1.9387  1.0590  0.012
B  1.8929  1.4037  -4.7170  0.033
N  0.9355  0.1967  -4.5182  0.062
C  0.3251  -0.4684  -5.5071  0.010
C  -0.3977  -1.5158  -4.9579  0.004
C  -0.1684  -1.3983  -3.5881  0.109
N  0.6477  -0.3734  -3.3419  -0.174
N  1.8129  2.4166  -3.5212  0.020
C  2.1823  3.6959  -3.6467  0.018
C  1.9908  4.3452  -2.4382  -0.001
C  1.4789  3.3584  -1.6025  0.061
N  1.3800  2.2017  -2.2632  -0.071
H  3.0359  1.0214  -4.8535  -0.006
H  1.5019  1.9904  -5.6958  0.000
H  0.4306  -0.1367  -6.5259  0.003
H  -1.0231  -2.2232  -5.4735  0.000
H  -0.5795  -1.9622  -2.7646  -0.005
H  2.5354  4.0626  -4.5959  0.002
H  2.1774  5.3797  -2.2113  -0.001
H  1.1534  3.4057  -0.5756  -0.014
C  -5.6866  4.7357  1.2128  0.000
C  -5.4760  3.5632  2.1808  0.000
C  -4.8387  4.0858  3.4758  0.000
C  -6.8446  2.9784  2.5318  0.000
C  -4.5524  2.5338  1.5264  -0.001
C  -4.9876  1.2590  1.1739  0.001
C  -4.1505  0.3238  0.5586  0.003
C  -2.8561  0.7063  0.3057  -0.006
O  -1.8339  0.0083  -0.2701  -0.106
B  -0.6926  0.8648  -0.2837  0.191
O  -1.0954  2.0958  0.2878  -0.150
C  -2.4086  1.9753  0.6457  -0.026
C  -3.2264  2.8990  1.2489  0.006
H  -6.3245  5.4974  1.6683  0.000
H  -6.1621  4.3932  0.2920  0.000
H  -4.7382  5.2035  0.9455  0.000
H  -5.5141  4.7870  3.9715  0.000
H  -3.9009  4.6076  3.2841  0.000
H  -4.6308  3.2639  4.1635  0.000
H  -7.4427  3.7352  3.0430  0.000
H  -6.7549  2.1168  3.1961  0.000
H  -7.3933  2.6703  1.6401  0.000
H  -6.0075  0.9664  1.3787  0.000
H  -4.5094  -0.6616  0.2915  0.000
H  -2.8417  3.8802  1.4949  0.001
C  2.0082  -5.0895  -1.7287  0.001
N  3.1355  -4.1821  -2.1875  0.000
C  4.2568  -4.2658  -1.1709  0.002
N  3.7897  -3.9447  0.1290  0.000
C  2.7048  -4.8322  0.5140  0.002
N  1.5869  -4.7634  -0.4161  0.003
C  0.8271  -3.5157  -0.2766  0.011
P  1.8601  -1.9522  -0.4270  -0.077
C  2.6153  -2.7750  -2.2383  0.014
C  3.4815  -2.5244  0.3413  0.007
H  2.3933  -6.1119  -1.7636  0.000
H  1.1970  -4.9681  -2.4451  0.000
H  3.4822  -4.5206  -3.0885  0.000
H  5.0277  -3.5679  -1.4941  0.000
H  4.6390  -5.2895  -1.2023  0.000
H  2.3566  -4.5610  1.5099  0.000
H  3.0818  -5.8585  0.5369  0.000
H  0.3318  -3.5623  0.6868  0.013
H  0.0552  -3.4927  -1.0484  -0.016
H  3.4363  -2.1358  -2.5758  0.013
H  1.8336  -2.7554  -2.9971  0.015
H  3.4719  -2.3472  1.4147  0.000
H  4.2988  -1.9441  -0.0854  0.003

Here is the molecule C5H8P2 in a non-equilibrium geometry from the Open Molecules 2025 dataset. Energies are from ωB97M-V with the def2-TZVPD basis set.

Computed properties:
- HOMO (alpha / beta) (eV) = -6.0 / -9.1
- E_LUMO (alpha / beta) (Eh) = 0.0295 / -0.0934
- multiplicity = 3
- energy above the lowest of the compared OMol25 structures with the same formula, charge and spin (kJ/mol) = 195.1
- expectation value of S² = 2.01
- charge = 0
- frontier orbital gap (alpha / beta) (eV) = 6.76 / 6.54

Last column: natural (NBO) charge in e.
CARTESIAN COORDINATES (ANGSTROEM)
C  -0.6062  0.7110  0.1292  -0.279
C  -1.4958  -0.2355  0.2941  -0.449
C  1.1600  -1.3536  0.2872  -0.503
C  -0.8315  2.1639  -0.2523  -0.656
C  2.1284  -1.9772  -0.3768  -0.360
P  1.1033  0.4220  0.6681  0.620
P  -2.6572  -1.3515  0.2939  0.360
H  0.2711  -1.7470  0.7539  0.230
H  -0.4766  2.8722  0.4690  0.232
H  -0.2361  2.5066  -1.0209  0.228
H  -1.7816  2.2531  -0.6283  0.225
H  2.1460  -2.9964  -0.4537  0.194
H  2.9132  -1.4147  -1.0175  0.199
H  1.7742  0.9446  -0.6676  -0.032
H  -3.4112  -0.7977  1.5218  -0.012

Here is the ion C4H12N4 with charge +2 in a non-equilibrium geometry from the Open Molecules 2025 dataset. Energies are from ωB97M-V with the def2-TZVPD basis set.

Computed properties:
- HOMO (alpha / beta) (eV) = -18.6 / -18.9
- E_LUMO (alpha / beta) (Eh) = -0.3266 / -0.4718
- multiplicity = 3
- energy above the lowest of the compared OMol25 structures with the same formula, charge and spin (kJ/mol) = 266.8
- expectation value of S² = 2.01
- charge = +2
- frontier orbital gap (alpha / beta) (eV) = 9.72 / 6.10

Last column: natural (NBO) charge in e.
CARTESIAN COORDINATES (ANGSTROEM)
C  1.3345  -1.1048  0.1235  0.303
C  -3.1560  0.3513  0.8745  -0.696
C  3.3139  0.1849  -0.3397  -0.472
C  -1.7127  0.1670  1.1795  -0.284
N  0.0990  -1.0750  0.5560  -0.087
N  1.9735  -0.1691  -0.6261  -0.059
N  1.1633  0.6987  -1.3869  -0.373
N  -0.8845  -0.3636  0.1140  -0.134
H  1.9549  -1.6826  0.7361  0.273
H  -3.8460  -0.3129  1.4427  0.278
H  -3.5116  1.3633  1.4200  0.281
H  -3.5613  0.3413  -0.1866  0.260
H  3.3416  0.5145  0.6850  0.273
H  4.0466  -0.6229  -0.5197  0.303
H  3.6742  0.9740  -1.0567  0.276
H  -1.7379  -0.6186  1.9482  0.288
H  -1.1668  1.0775  1.5340  0.266
H  0.1621  0.5547  -1.5723  0.424
H  1.7055  1.3974  -1.9829  0.471
H  -1.1003  -0.3677  -0.8719  0.409

Here is the molecule C3H6ClN3 in a non-equilibrium geometry from the Open Molecules 2025 dataset. Energies are from ωB97M-V with the def2-TZVPD basis set.

Computed properties:
- HOMO (eV) = -8.8
- E_LUMO (Eh) = 0.0224
- energy above the lowest of the compared OMol25 structures with the same formula, charge and spin (kJ/mol) = 308.4
- structure (SMILES) = [H]/N=C\N(N)/C=C\Cl
- charge = 0
- frontier orbital gap (eV) = 9.44

Last column: natural (NBO) charge in e.
CARTESIAN COORDINATES (ANGSTROEM)
H  0.1675  1.7160  0.6656  0.341
N  -0.7813  2.0932  0.2801  -0.674
C  -1.5688  1.0784  -0.0776  0.267
N  -1.0824  -0.2588  -0.2196  -0.331
N  -2.0903  -1.2142  -0.4796  -0.645
C  -0.0974  -0.8287  0.6161  -0.058
C  1.1737  -0.6066  0.6963  -0.309
Cl  2.1187  0.0766  -0.4331  0.073
H  -2.7723  1.1535  -0.2476  0.212
H  -1.5147  -2.0977  -0.8958  0.367
H  -2.5880  -1.5184  0.4221  0.340
H  -0.3368  -1.6410  1.3860  0.197
H  1.6580  -1.1143  1.5572  0.222